Record 1
DFT (wB97M-V/def2-TZVPD) results for 2 unconnected molecules or ions with the total composition C4H12N2O.

Geometry as XYZ:
```
19
Properties=species:S:1:pos:R:3:forces:R:3:nbo_charge:R:1
O 0.11110 2.11293 0.46786 -0.434 -0.606 -0.990 -0.45
N 2.27746 -1.05974 -1.53236 -0.274 -0.467 -2.701 -0.85
N -0.84053 1.30326 0.35558 -3.754 -2.261 6.707 0.12
C -1.21935 0.62966 -0.88861 1.556 1.920 -1.215 -0.47
C 3.18354 -0.81857 -0.43050 2.884 0.855 -2.690 -0.39
C -2.76369 -0.09346 1.57386 -0.150 1.753 -0.873 -0.68
C -1.69146 0.94541 1.59381 3.691 0.847 -4.910 -0.07
H 2.14917 -2.02645 -1.85209 0.248 0.187 0.917 0.35
H 2.80709 -1.27330 0.39243 -1.162 -1.246 2.672 0.19
H -2.69086 -0.50247 2.54909 -0.787 -0.540 0.967 0.23
H 2.54093 -0.62413 -2.45039 -0.008 -0.004 1.579 0.35
H 4.31830 -1.15856 -0.50528 -2.084 0.575 -0.249 0.15
H -1.85793 -0.24166 -0.86136 -0.007 0.067 0.682 0.22
H -3.73567 0.39228 1.30976 0.400 -0.604 0.664 0.22
H -0.24321 0.38518 -1.35965 -0.730 0.097 -0.025 0.25
H -1.71801 1.46243 -1.40819 0.092 -0.635 -0.597 0.22
H -2.62669 -0.88556 0.86674 0.288 -0.498 -0.424 0.21
H -1.15473 1.19411 2.49389 -0.082 0.428 0.017 0.20
H 3.15454 0.25863 -0.31458 0.311 0.133 0.468 0.20
```
Forces are in eV/Å.

Electronic energy in Ha: -344.1870
Relative energy (zero: lowest compared OMol25 entry of this formula, charge and spin) in kJ/mol: 519.8
LUMO (alpha / beta) in eV: 0.98 / 0.77
Multiplicity: 1
Structure (SMILES): C/C=[N+](\C)[O-].CN
Gap between HOMO and LUMO (alpha / beta) in eV: 8.9 / 8.7

=====

Record 2
DFT (wB97M-V/def2-TZVPD) results for C4H12N2O in the gas phase.

Geometry as XYZ:
```
19
Properties=species:S:1:pos:R:3:forces:R:3:nbo_charge:R:1
O -2.72061 1.16094 1.37493 0.193 -0.043 -0.338 -0.73
N 1.63831 0.43999 -0.57340 0.382 -0.194 0.457 -0.61
N -0.67985 -0.72601 1.48635 0.010 0.367 0.170 -0.85
C 2.51219 -0.55257 -1.21286 -1.057 0.509 -0.669 -0.41
C -0.59515 0.38636 0.54211 -1.174 0.215 -0.355 -0.11
C 0.23008 0.10341 -0.69028 0.050 -0.515 -1.028 -0.23
C -2.05448 0.72729 0.18946 -0.187 -0.088 0.539 -0.06
H 2.21660 -1.57373 -0.94003 0.486 -0.090 0.244 0.16
H -0.29351 1.29943 1.05807 0.579 -0.134 0.094 0.21
H 3.55206 -0.30335 -1.04838 0.171 -0.229 0.250 0.21
H 0.12894 -0.96316 -0.97817 -0.088 0.020 0.460 0.16
H 1.86533 0.48981 0.41329 0.108 0.030 -0.035 0.34
H -2.58912 -0.16245 -0.16670 0.199 -0.022 -0.407 0.15
H -0.19793 0.58732 -1.57126 0.014 0.482 0.021 0.19
H -2.46810 0.48401 2.01887 -0.072 0.081 0.187 0.48
H -0.95633 -1.55335 0.96753 0.265 -0.114 0.249 0.36
H 2.33829 -0.49449 -2.29532 0.130 0.048 0.098 0.19
H -2.11656 1.52524 -0.55308 0.002 -0.071 0.106 0.18
H 0.18983 -0.87470 1.97888 -0.011 -0.253 -0.044 0.37
```
Forces are in eV/Å.

Electronic energy in Ha: -344.3277
Relative energy (zero: lowest compared OMol25 entry of this formula, charge and spin) in kJ/mol: 150.4
LUMO in eV: 0.92
Multiplicity: 1
Structure (SMILES): CNC[C@H](N)CO
Gap between HOMO and LUMO in eV: 9.9

=====

Record 3
DFT (wB97M-V/def2-TZVPD) results for a gas-phase ion, C4H12N2O (charge +1).

Geometry as XYZ:
```
19
Properties=species:S:1:pos:R:3:forces:R:3:mulliken_spin:R:1
O 1.02457 -0.12999 3.19509 -1.701 1.216 -1.886 0.14
N -0.65601 -1.52450 -1.33920 -0.938 1.541 0.966 0.03
N 0.18319 -0.10130 0.97729 0.152 -2.206 1.069 0.71
C 1.20497 -0.61412 1.77317 4.370 5.440 1.970 -0.03
C 0.43171 0.89121 0.02247 -2.212 2.013 0.678 0.01
C -0.73920 0.94056 -0.91332 -2.153 2.484 -1.976 0.03
C -0.62928 -0.13128 -1.99497 -1.457 -0.208 -0.234 0.00
H 0.39366 1.87131 0.64712 0.516 -1.021 -0.877 0.09
H 0.27132 -0.00717 -2.61712 0.081 -0.312 0.609 0.00
H -1.19830 -2.16932 -1.89480 0.222 -0.267 -0.367 0.01
H 2.12068 0.08519 1.42879 -1.335 -2.444 0.594 0.01
H 1.35689 0.78363 -0.52608 0.567 -0.169 0.420 0.03
H -0.77865 2.03651 -1.51069 0.099 -2.917 1.892 0.00
H -1.16255 -1.56826 -0.38735 0.685 0.536 -2.331 0.00
H -0.68751 -0.53630 1.27722 -0.746 0.946 -0.681 -0.04
H -1.44254 0.18265 -2.76502 0.750 -1.355 1.381 0.01
H 1.42457 -1.64983 1.77425 -0.202 -1.023 -0.003 0.03
H -1.76846 0.79390 -0.34530 2.059 0.557 -1.077 0.00
H 0.65094 0.84711 3.19847 1.244 -2.812 -0.147 -0.01
```
Forces are in eV/Å.

Net charge: +1
⟨S²⟩: 0.756
Electronic energy in Ha: -343.9517
Relative energy (zero: lowest compared OMol25 entry of this formula, charge and spin) in kJ/mol: 290.9
LUMO (alpha / beta) in eV: -3.22 / -7.99
Multiplicity: 2
Gap between HOMO and LUMO (alpha / beta) in eV: 10.7 / 5.8

=====

Record 4
DFT (wB97M-V/def2-TZVPD) results for 2 unconnected molecules or ions with the total composition C4H12N2O2.

Geometry as XYZ:
```
20
Properties=species:S:1:pos:R:3:forces:R:3:mulliken_spin:R:1
O 1.10289 -2.09192 1.84815 0.632 1.239 -0.234 -0.16
O -2.15161 2.66872 -0.36093 0.539 0.518 0.215 0.49
N -0.43795 -0.67206 0.98352 1.634 0.031 0.162 -0.40
N -1.16697 -1.56853 -1.21191 -0.254 0.266 -0.085 -0.70
C 1.91473 -0.38339 0.33229 1.081 -0.674 -1.451 0.04
C -1.02589 -0.38689 -0.32207 0.727 -1.157 -0.003 1.03
C 0.89461 -1.09248 1.15381 -2.275 -1.535 0.378 0.36
C 1.76203 1.12275 0.16743 -0.407 0.424 -0.090 0.20
H 2.92822 -0.71670 0.58458 -0.225 0.253 0.646 -0.04
H 1.96915 1.46247 -0.86536 0.057 -0.147 0.589 -0.07
H 2.33113 1.71767 0.88645 0.309 -0.253 -0.149 -0.04
H -2.50556 2.71983 -1.25447 -0.189 -0.039 -0.368 -0.28
H -2.50389 1.83707 -0.02407 -0.407 -0.265 0.202 -0.15
H -1.07912 -1.17142 1.58169 0.127 -0.229 0.090 -0.06
H 1.85887 -0.89303 -0.66842 -0.467 0.562 0.487 -0.05
H -0.35325 -2.13786 -1.46235 0.072 1.025 0.440 -0.10
H -0.45866 0.38659 -0.82590 -0.011 -0.151 -0.186 0.08
H -1.84827 -2.25766 -0.91904 -0.341 0.435 0.382 -0.06
H -1.96029 0.07276 -0.01381 -0.578 -0.473 -0.847 0.95
H 0.72982 1.38408 0.39040 -0.024 0.172 -0.176 -0.04
```
Forces are in eV/Å.

Net charge: -1
⟨S²⟩: 0.750
Electronic energy in Ha: -419.5546
Relative energy (zero: lowest compared OMol25 entry of this formula, charge and spin) in kJ/mol: 140.1
LUMO (alpha / beta) in eV: 3.76 / 3.44
Multiplicity: 2
Gap between HOMO and LUMO (alpha / beta) in eV: 2.9 / 9.4

=====

Record 5
DFT (wB97M-V/def2-TZVPD) results for 3 unconnected molecules or ions with the total composition C4H12N2O2.

Geometry as XYZ:
```
20
Properties=species:S:1:pos:R:3:forces:R:3:nbo_charge:R:1
O 2.17756 -0.93905 -0.98729 0.942 -0.708 -0.997 -0.37
O -1.70114 2.16816 -0.28476 0.170 -0.076 0.108 -0.74
N 1.93033 -1.65828 -2.06664 0.419 0.186 0.283 -0.44
N 0.35855 -0.19330 -0.12155 -0.691 0.437 0.722 -0.46
C -0.61878 -0.66550 -1.05701 0.210 -0.159 -0.042 -0.44
C 0.55358 -0.88955 1.14076 -0.149 0.287 -0.497 -0.41
C -0.95769 1.72753 0.76318 -0.951 0.747 0.240 0.32
C -1.14094 2.04063 2.04118 0.221 -0.155 -0.062 -0.67
H -0.51092 1.62505 2.81659 0.000 -0.002 -0.063 0.22
H -0.10761 -1.35390 -1.75803 -0.396 0.134 0.114 0.21
H -0.32280 -0.79500 1.78262 -0.033 -0.088 0.130 0.19
H -2.44307 2.72784 0.01461 0.285 -0.206 0.034 0.47
H -1.03567 0.16923 -1.61410 -0.050 -0.030 -0.020 0.22
H -1.91364 2.74688 2.36448 0.089 -0.126 -0.162 0.19
H 0.59196 0.79229 -0.13259 0.068 -0.319 -0.082 0.42
H -1.42432 -1.20078 -0.55211 -0.090 0.022 0.002 0.19
H 2.14177 -2.64968 -1.97683 -0.046 0.137 0.054 0.34
H 0.74746 -1.93936 0.92527 0.015 -0.038 0.060 0.20
H 1.42403 -0.47082 1.64034 0.011 -0.034 0.031 0.21
H 2.25135 -1.24239 -2.93811 -0.026 -0.012 0.144 0.34
```
Forces are in eV/Å.

Electronic energy in Ha: -419.3371
Relative energy (zero: lowest compared OMol25 entry of this formula, charge and spin) in kJ/mol: 817.7
LUMO (alpha / beta) in eV: 0.67 / -0.15
Multiplicity: 1
Gap between HOMO and LUMO (alpha / beta) in eV: 8.4 / 7.2

=====

Record 6
DFT (wB97M-V/def2-TZVPD) results for 2 unconnected molecules or ions with the total composition C4H12N2O2.

Geometry as XYZ:
```
20
Properties=species:S:1:pos:R:3:forces:R:3:nbo_charge:R:1
O 0.33943 -1.51694 -0.51874 0.162 0.510 0.471 -0.62
O 6.82270 1.55672 0.80408 -1.580 -0.344 -0.191 -0.93
N -1.57368 -0.61515 -1.26353 -0.986 1.265 0.472 -0.62
N -0.29158 -1.00714 2.23249 -0.967 0.833 -0.629 -0.83
C -2.64912 0.36732 -1.16949 -0.847 0.422 0.096 -0.23
C -2.24285 1.83968 -1.20600 0.671 0.787 -1.211 -0.64
C -0.65421 -0.85628 -0.26165 -0.468 -2.297 -1.832 0.65
C -1.05541 -0.45378 1.11141 1.674 2.283 0.874 -0.33
H -2.12081 -0.42450 1.26579 -0.270 -0.470 0.200 0.22
H -3.36461 0.20496 -1.98939 0.388 -0.226 0.114 0.21
H -0.77324 0.63229 1.08454 -0.424 -0.369 0.170 0.21
H -2.94744 2.53330 -0.74620 -0.052 -0.328 0.330 0.22
H 6.56098 0.65644 1.07163 0.484 0.392 -0.047 0.47
H -1.41300 -0.89538 -2.21333 0.811 -0.316 0.108 0.40
H -2.14615 2.22909 -2.23410 -0.177 -0.416 0.064 0.21
H 5.94650 1.89775 0.50410 1.094 -0.051 0.235 0.47
H -3.27038 0.23688 -0.28158 0.249 -0.375 0.145 0.19
H -0.72292 -1.84955 2.55659 0.433 -0.599 0.028 0.36
H -1.24047 2.03135 -0.83071 -0.013 -0.172 0.583 0.21
H 0.68850 -1.07323 1.99278 -0.180 -0.529 0.020 0.38
```
Forces are in eV/Å.

Electronic energy in Ha: -419.5896
Relative energy (zero: lowest compared OMol25 entry of this formula, charge and spin) in kJ/mol: 154.6
LUMO in eV: 0.74
Multiplicity: 1
Structure (SMILES): CCNC(=O)CN.O
Gap between HOMO and LUMO in eV: 10.1

=====

Record 7
DFT (wB97M-V/def2-TZVPD) results for a molecular structure, C4H12N2O2.

Geometry as XYZ:
```
20
Properties=species:S:1:pos:R:3:forces:R:3:nbo_charge:R:1
O 0.84720 -2.25044 -1.35016 -0.007 0.428 0.097 -0.57
O 2.13275 -1.15401 0.47232 -0.137 0.067 -0.102 -0.75
N 0.64482 -0.86799 -1.30990 0.037 -0.091 0.301 -0.32
N 1.82738 1.04282 -0.26449 -0.040 -0.036 0.037 -0.87
C -1.14853 1.40545 1.38595 0.037 0.011 -0.030 -0.64
C -1.76722 -0.43838 -0.26688 0.066 0.086 0.250 -0.72
C -1.12186 -0.02571 0.91659 -0.165 -0.083 -0.257 -0.10
C 1.36540 -0.29932 -0.05953 -0.227 -0.181 -0.280 0.51
H -0.29644 1.64795 2.02110 -0.027 -0.035 -0.030 0.23
H 1.53274 -2.32321 -0.61712 -0.027 0.038 -0.027 0.50
H 0.97876 -0.44626 -2.17260 -0.002 -0.050 0.091 0.38
H -0.98264 -0.76760 1.70090 0.022 0.012 -0.034 0.23
H 1.22061 1.64234 -0.80831 0.030 -0.062 -0.011 0.36
H -2.31702 0.31398 -0.82802 0.053 0.005 0.022 0.22
H 0.31765 -0.12000 0.59714 0.075 0.019 -0.036 0.11
H -0.60528 -0.65610 -1.03917 0.254 -0.034 0.029 0.37
H 2.78620 1.06233 -0.58646 -0.039 -0.025 -0.009 0.39
H -1.16184 2.09869 0.54233 -0.009 -0.045 0.017 0.21
H -2.18926 -1.43837 -0.29696 0.051 0.020 0.013 0.24
H -2.06343 1.57382 1.96329 0.056 -0.045 -0.041 0.23
```
Forces are in eV/Å.

Electronic energy in Ha: -419.4288
Relative energy (zero: lowest compared OMol25 entry of this formula, charge and spin) in kJ/mol: 576.9
LUMO in eV: 0.31
Multiplicity: 1
Gap between HOMO and LUMO in eV: 8.5

=====

Record 8
DFT (wB97M-V/def2-TZVPD) results for 2 unconnected molecules or ions with the total composition C4H12N2O2.

Geometry as XYZ:
```
20
Properties=species:S:1:pos:R:3:forces:R:3:nbo_charge:R:1
O 0.65417 0.04726 2.33618 -0.043 0.357 -0.278 -0.58
O -0.58428 -2.39020 1.33068 -0.032 -0.211 -0.165 -0.94
N -0.82843 1.24646 0.16705 0.547 0.147 0.140 -0.87
N -1.22604 0.15830 -2.69356 -1.012 -0.406 -0.016 -0.86
C -0.30430 -0.36489 -1.67410 1.192 1.261 -1.288 -0.23
C 1.15800 0.75657 1.49220 1.861 -0.754 0.425 0.48
C 0.17638 0.79181 -0.77958 0.968 -0.179 0.189 -0.02
C 1.45594 0.28335 0.08749 -1.968 -0.448 -0.582 -0.55
H -2.14353 -0.27855 -2.67149 0.146 0.113 0.534 0.36
H -0.83444 -1.66106 0.75305 0.068 -0.147 0.263 0.45
H 0.63141 -0.76646 -2.09364 -0.384 -0.092 -0.362 0.19
H 2.38947 0.64930 -0.35166 -0.149 -0.017 0.346 0.23
H -0.71288 -1.17486 -1.10082 -0.465 -0.307 0.348 0.18
H -1.44628 2.00438 -0.06084 -0.119 -0.237 -0.406 0.39
H 0.07726 -2.00578 1.92002 -0.150 0.233 -0.016 0.49
H -1.00422 0.06977 -3.67605 0.926 -0.079 0.218 0.37
H 1.68055 1.68497 1.77902 -0.611 0.400 0.078 0.12
H 1.44683 -0.83444 0.13192 0.140 0.805 -0.191 0.22
H -1.25920 0.47328 0.65365 -0.322 0.342 0.023 0.36
H 0.52401 1.63496 -1.44141 -0.592 -0.782 0.739 0.21
```
Forces are in eV/Å.

Electronic energy in Ha: -419.5585
Relative energy (zero: lowest compared OMol25 entry of this formula, charge and spin) in kJ/mol: 236.1
LUMO in eV: 0.84
Multiplicity: 1
Structure (SMILES): NC[C@@H](N)CC=O.O
Gap between HOMO and LUMO in eV: 10.0

=====

Record 9
DFT (wB97M-V/def2-TZVPD) results for 2 unconnected molecules or ions with the total composition C4H12N2O2.

Geometry as XYZ:
```
20
Properties=species:S:1:pos:R:3:forces:R:3:nbo_charge:R:1
O 1.91774 2.58910 5.52087 -0.107 0.155 0.253 -0.93
O -1.79783 0.14218 -0.19550 -0.816 0.525 -0.389 -0.64
N -1.45926 1.24969 -2.18448 0.443 0.733 -0.404 -0.83
N 0.25639 0.14644 -1.06836 1.349 2.358 -0.872 -0.67
C 0.80644 -1.17660 -0.92371 -1.075 -1.505 2.231 -0.01
C 0.23395 -2.19678 -1.94417 -0.192 -1.891 2.131 -0.65
C 0.46890 -1.77112 0.61147 2.865 2.336 -1.560 -0.64
C -1.06787 0.56815 -1.07283 -0.224 -2.573 1.006 0.78
H -0.69720 1.66227 -2.68738 -0.131 0.077 -0.481 0.38
H 1.92704 -1.05540 -1.03623 -1.367 -0.345 0.066 0.20
H -2.37682 1.63586 -2.36267 0.223 -0.147 0.717 0.41
H 0.78914 -2.81156 0.64795 -1.002 -0.165 -0.010 0.20
H 0.94057 -2.36194 -2.71565 0.336 -0.103 -1.168 0.21
H 0.16133 -3.16786 -1.36297 0.509 0.746 -0.783 0.21
H 0.89288 0.76622 -1.55457 -0.209 -0.163 -0.089 0.37
H 2.17352 3.04079 6.33321 0.155 -0.058 -0.089 0.47
H -0.80835 -2.18284 -2.28958 0.349 1.149 -0.065 0.23
H 0.95692 2.63569 5.54820 -0.045 -0.099 -0.168 0.47
H -0.51446 -1.37394 0.84536 -0.165 -0.927 0.188 0.26
H 1.22253 -1.28468 1.29679 -0.895 -0.105 -0.516 0.20
```
Forces are in eV/Å.

Electronic energy in Ha: -419.5794
Relative energy (zero: lowest compared OMol25 entry of this formula, charge and spin) in kJ/mol: 181.3
LUMO in eV: 0.77
Multiplicity: 1
Structure (SMILES): CC(C)NC(N)=O.O
Gap between HOMO and LUMO in eV: 9.8

=====

Record 10
DFT (wB97M-V/def2-TZVPD) results for 2 unconnected molecules or ions with the total composition C4H12N2O2.

Geometry as XYZ:
```
20
Properties=species:S:1:pos:R:3:forces:R:3:mulliken_spin:R:1
O -0.89359 -2.63251 1.74924 0.127 0.079 0.009 0.00
O -2.13286 2.55670 -0.30389 0.048 -0.144 0.476 0.01
N 0.42056 -0.34245 -2.01871 -0.461 0.710 -0.726 0.24
N 0.65087 0.57541 1.51404 0.746 -0.488 -1.263 0.54
C 1.08725 -0.10716 0.36067 -0.314 -0.081 2.183 0.02
C 0.32469 0.53895 -0.94313 -0.182 0.216 -0.784 0.16
C 0.83012 -1.60844 0.49053 1.019 -0.123 -0.364 0.06
C -0.58633 -1.95859 0.80430 -0.751 -0.414 0.176 0.00
H 1.18927 -2.05425 -0.43485 -0.520 -0.039 -0.486 0.00
H -1.97350 3.09027 0.48941 -0.109 -0.025 -0.320 0.00
H 1.51902 -2.05867 1.21234 -0.381 0.367 0.418 0.00
H -1.40399 -1.56779 0.15669 0.337 0.061 -0.133 0.00
H -3.03643 2.23402 -0.19111 0.043 0.131 -0.101 0.00
H 1.18901 -0.17626 -2.65477 0.162 -0.188 0.104 0.00
H 1.21193 1.35199 1.82845 -0.383 0.183 0.365 -0.02
H -0.20414 0.30596 1.97153 -0.114 0.163 0.332 -0.01
H 0.81730 1.50589 -1.10096 0.082 -0.233 0.157 0.00
H -0.70590 0.71711 -0.66624 -0.102 0.035 0.117 0.00
H -0.44548 -0.45624 -2.54755 0.301 -0.341 0.380 0.00
H 2.14221 0.08605 0.28401 0.452 0.129 -0.540 -0.01
```
Forces are in eV/Å.

Net charge: +1
⟨S²⟩: 0.757
Electronic energy in Ha: -419.2663
Relative energy (zero: lowest compared OMol25 entry of this formula, charge and spin) in kJ/mol: 173.1
LUMO (alpha / beta) in eV: -3.13 / -7.78
Multiplicity: 2
Gap between HOMO and LUMO (alpha / beta) in eV: 10.7 / 6.0

=====

> What is the formula in the eighth record?

C4H12N2O2

=====

> Look up the multiplicity of the fourth one.

2